16
Properties=species:S:1:pos:R:3:forces:R:3 method="wB97M-V/def2-TZVPD" energy_ha=-682.00685 e_homo_ev=-7.57 orbital_gap_ev=8.355
S -0.302649 -0.832819 0.060876 -3.1 0.9 -1.4
N -0.042097 0.863193 -0.182788 1.6 -0.5 0.8
N 2.492302 -0.857087 0.215484 0.3 -0.4 -2.4
N 2.333730 0.531817 -0.070157 2.9 0.8 0.6
C -2.215839 -0.656850 -0.389435 0.8 0.6 3.1
C -2.895614 0.738354 0.348135 -2.3 -4.1 -1.1
C 1.175979 1.280311 -0.101995 -1.2 0.4 0.3
H -2.083334 1.457397 0.377399 -0.4 0.2 0.1
H 2.595903 -1.349184 -0.798311 -1.1 0.7 4.1
H -2.558709 -1.668929 0.033376 -0.1 1.7 -0.9
H 2.008774 -1.221109 1.090160 0.8 0.5 -2.4
H 1.167659 2.398054 0.098751 1.0 -1.3 -0.8
H -2.327716 -0.541662 -1.455676 0.2 -0.3 -0.2
H 3.321966 0.961690 -0.160075 -2.9 -0.4 0.5
H -3.342718 0.365032 1.423061 1.2 1.4 -2.8
H -3.814149 0.987458 -0.460708 2.5 -0.2 2.6